# 1
The following is a quantum chemistry calculation of a cluster of 2 separate species, C3H4ClN2O in total, from OMol25.

XYZ file:
```
11
Properties=species:S:1:pos:R:3:forces:R:3
C -1.133359 -0.346735 4.122542 -0.28 -0.60 0.66
C -0.041379 -0.578454 -1.279399 -0.37 -0.07 -0.35
C 0.138151 0.710676 0.788580 0.26 3.04 3.76
N -1.352536 -0.329881 2.933125 4.40 1.09 -0.53
N 0.106079 0.042022 -0.197851 -1.07 -1.98 -5.35
O -0.520871 -0.463277 5.082867 0.99 0.05 3.07
Cl -2.749496 -0.528423 2.066053 -5.61 -0.81 -2.74
H -0.861084 -0.529360 -2.068634 0.76 0.55 1.65
H 0.735819 -1.269723 -1.482028 0.70 -0.75 -0.34
H -0.435678 0.161799 1.676471 1.27 1.57 -0.49
H 0.664502 1.760052 0.693480 -1.05 -2.07 0.67
```
Forces are in eV/Å.

Summary:
total charge	+1
relative energy (zero: lowest compared OMol25 entry of this formula, charge and spin)	35.5	kcal/mol
<S²>	2.02
orbital gap (alpha / beta)	5.56 / 7.27	eV
2S+1	3
HOMO level (alpha / beta)	-10.366 / -14.888	eV
LUMO energy (alpha / beta)	-4.8 / -7.6	eV

# 2
The following is a quantum chemistry calculation of the molecule C3H4ClN3, from OMol25.

XYZ file:
```
11
Properties=species:S:1:pos:R:3:forces:R:3
N 0.519603 1.312498 -1.504177 -0.15 1.18 -1.47
C 0.264382 0.364668 -0.543388 0.29 0.61 1.60
C -0.991054 -0.087799 -0.003965 -1.34 1.04 -2.21
C -0.679181 -0.952471 0.982028 1.02 0.46 0.56
Cl -1.667052 -1.861369 2.057121 0.31 0.18 -0.31
N 0.673360 -0.880424 1.120201 -0.03 -0.93 0.20
N 1.284232 -0.105094 0.174859 -1.08 -0.45 -0.07
H -0.120903 2.101357 -1.727994 0.76 -1.41 0.60
H 1.499496 1.482149 -1.766190 -0.95 -0.25 0.52
H -1.989737 0.206643 -0.389104 0.93 -0.44 0.49
H 1.206853 -1.580156 1.600609 0.24 0.02 0.11
```
Forces are in eV/Å.

Summary:
total charge	0
relative energy (zero: lowest compared OMol25 entry of this formula, charge and spin)	13.2	kcal/mol
orbital gap	9.24	eV
HOMO level	-8.295	eV
LUMO energy	0.9	eV

# 3
The following is a quantum chemistry calculation of the molecule C3H4ClN3O, from OMol25.

XYZ file:
```
12
Properties=species:S:1:pos:R:3:forces:R:3
O -2.704578 -0.416838 0.142183 1.00 -0.77 0.06
C -1.530910 -0.146063 0.115688 0.77 1.28 -0.25
C -0.923561 1.273648 0.017474 -0.03 -1.74 -0.83
N 0.510839 1.143889 -0.042795 1.47 -1.08 1.72
C 0.757232 -0.122943 0.002080 -2.00 2.29 -0.78
N 1.903025 -0.817171 -0.073947 1.67 -2.02 0.90
Cl 3.353629 0.039991 0.109083 0.18 0.20 0.02
N -0.351413 -0.941181 -0.022889 -2.40 0.73 1.14
H -1.125643 1.455571 -1.007487 -1.04 0.79 -1.22
H -1.407227 2.015532 0.614163 0.21 0.47 0.62
H 1.894561 -1.650903 0.570849 0.12 1.27 -1.04
H -0.375956 -1.833529 -0.424402 0.06 -1.41 -0.34
```
Forces are in eV/Å.

Summary:
total charge	0
relative energy (zero: lowest compared OMol25 entry of this formula, charge and spin)	37.5	kcal/mol
orbital gap	9.79	eV
HOMO level	-9.399	eV
LUMO energy	0.4	eV

# 4
The following is a quantum chemistry calculation of the molecule C3H4ClNS, from OMol25.

XYZ file:
```
10
Properties=species:S:1:pos:R:3:forces:R:3
Cl 3.388647 -0.047534 -0.097684 0.73 -0.16 -0.07
C 1.773152 0.445865 -0.346235 -1.95 0.25 0.38
N 0.889358 0.045680 0.445135 1.77 -0.12 -0.61
C -0.460163 0.103621 0.655256 -1.51 0.09 0.27
C -1.451140 -0.613903 -0.194744 0.07 -0.14 0.20
S -1.857601 1.135678 -0.125347 0.82 0.15 -0.12
H 1.650402 1.117741 -1.200191 -0.04 -0.04 0.12
H -0.664069 0.054889 1.721365 -0.10 0.01 -0.17
H -1.117284 -0.967019 -1.160978 0.14 -0.03 0.00
H -2.151305 -1.275019 0.303422 0.07 0.00 0.00
```
Forces are in eV/Å.

Summary:
total charge	0
relative energy (zero: lowest compared OMol25 entry of this formula, charge and spin)	24.3	kcal/mol
orbital gap	9.61	eV
HOMO level	-9.036	eV
LUMO energy	0.6	eV

# 5
The following is a quantum chemistry calculation of a cluster of 2 separate species, C3H4ClOP in total, from OMol25.

XYZ file:
```
10
Properties=species:S:1:pos:R:3:forces:R:3
O -0.310807 3.266259 -0.626865 -0.20 0.14 -1.03
P 0.295267 2.953943 0.661773 -0.40 0.06 0.93
C -0.414287 2.994569 2.144687 0.73 0.02 -0.57
Cl 0.032845 2.738007 3.689937 -0.15 -0.10 0.65
C 0.328843 -0.144321 0.512265 0.27 -0.25 0.22
C -0.318675 -0.136829 -0.635909 -0.12 0.00 -0.25
H -0.151338 0.054053 1.455447 -0.17 0.07 0.13
H 1.378713 -0.395079 0.557486 0.13 -0.02 0.00
H -1.365788 0.107622 -0.707544 -0.18 0.04 0.04
H 0.181364 -0.374046 -1.561944 0.08 0.03 -0.13
```
Forces are in eV/Å.

Summary:
total charge	0
relative energy (zero: lowest compared OMol25 entry of this formula, charge and spin)	77.3	kcal/mol
orbital gap	6.92	eV
HOMO level	-9.021	eV
LUMO energy	-2.1	eV

# 6
The following is a quantum chemistry calculation of a structure of composition C3H4CoO3, from OMol25.

XYZ file:
```
11
Properties=species:S:1:pos:R:3:forces:R:3
H 0.912782 -0.942783 -1.831714 -0.27 -0.16 0.21
H -2.255312 0.771834 -0.739613 -0.02 -0.41 -0.94
C -1.327471 0.190167 -0.849440 -0.88 -3.13 1.47
C -0.149190 0.901504 -0.900630 1.64 0.42 1.86
O 0.773709 0.474544 0.101095 -1.12 -0.84 -0.98
C 1.808525 1.222997 0.377685 1.27 1.15 -0.67
O 2.754699 0.392597 0.763119 -0.40 -0.32 0.04
Co 0.358637 -1.998440 -0.344151 0.82 0.13 -0.68
O -1.338938 -1.084849 -0.548588 -1.06 3.20 -0.51
H -0.092237 1.963820 -1.129477 0.14 -0.29 -0.13
H 3.591208 0.869531 0.803516 -0.14 0.25 0.33
```
Forces are in eV/Å.

Summary:
total charge	0
relative energy (zero: lowest compared OMol25 entry of this formula, charge and spin)	111.6	kcal/mol
<S²>	8.76
orbital gap (alpha / beta)	6.19 / 6.24	eV
2S+1	6
HOMO level (alpha / beta)	-6.161 / -8.779	eV
LUMO energy (alpha / beta)	0.0 / -2.5	eV

# 7
The following is a quantum chemistry calculation of a structure of composition C3H4CsLiO3, from OMol25.

XYZ file:
```
12
Properties=species:S:1:pos:R:3:forces:R:3
O -2.029517 0.540689 -0.164685 -0.61 0.91 -0.07
C -1.666369 -0.802965 -0.055408 0.18 -0.12 0.05
C -0.539346 -1.189483 -0.948960 0.08 -0.08 -0.19
O 4.721879 -0.075941 1.501874 0.11 0.05 0.18
C 4.131954 0.861449 1.186731 -0.22 -0.04 -0.39
O 3.513564 1.781321 0.825179 0.00 0.01 0.19
Li -3.710722 0.991281 -0.429930 0.60 -0.37 0.09
Cs -0.073361 3.208476 0.093590 -0.03 -0.56 -0.01
H -2.531942 -1.471327 -0.287928 0.17 0.02 0.05
H -1.397298 -1.063409 0.990487 -0.06 0.03 -0.23
H -0.344386 -0.606176 -1.854190 -0.09 -0.21 0.35
H -0.074458 -2.173912 -0.856761 -0.13 0.35 -0.01
```
Forces are in eV/Å.

Summary:
total charge	+1
relative energy (zero: lowest compared OMol25 entry of this formula, charge and spin)	4.6	kcal/mol
<S²>	0.75
orbital gap (alpha / beta)	6.47 / 8.00	eV
2S+1	2
HOMO level (alpha / beta)	-10.247 / -11.802	eV
LUMO energy (alpha / beta)	-3.8 / -3.8	eV

# 8
The following is a quantum chemistry calculation of a structure of composition C3H4CsO2, from OMol25.

XYZ file:
```
10
Properties=species:S:1:pos:R:3:forces:R:3
H -0.666905 -0.738673 1.610144 -0.13 -0.11 -0.37
C -0.702113 -0.572478 0.516971 -0.24 -0.34 0.25
C -0.468738 0.882643 0.191902 0.77 0.31 -0.07
O 0.767680 1.033321 -0.597228 -0.31 -1.49 -0.12
C 1.024399 2.160895 -1.382060 0.44 1.39 0.27
O 0.719020 3.240758 -0.860967 -0.24 -0.56 -0.45
Cs 1.795982 -2.606669 -0.935538 -0.64 1.06 0.28
H -1.677677 -0.910426 0.119594 0.32 -0.04 0.24
H -0.337786 1.506022 1.091412 -0.19 -0.15 -0.16
H -1.281996 1.323222 -0.407588 0.20 -0.07 0.12
```
Forces are in eV/Å.

Summary:
total charge	-1
relative energy (zero: lowest compared OMol25 entry of this formula, charge and spin)	16.4	kcal/mol
orbital gap (alpha / beta)	2.47 / 2.46	eV
HOMO level (alpha / beta)	-1.035 / -1.036	eV
LUMO energy (alpha / beta)	1.4 / 1.4	eV

# 9
The following is a quantum chemistry calculation of a structure of composition C3H4CuFO3, from OMol25.

XYZ file:
```
12
Properties=species:S:1:pos:R:3:forces:R:3
C 1.506155 1.559569 2.202598 -0.13 -0.31 -0.37
C 0.349238 1.203511 1.622391 0.26 0.04 0.79
H 2.249049 0.778695 2.376427 -0.22 0.30 0.03
H 1.798370 2.610650 2.273574 -0.12 -0.39 0.01
F -0.549758 2.131160 1.290497 -0.19 0.23 -0.17
H -0.037961 0.192036 1.441375 0.52 0.90 0.42
Cu 0.801265 1.395532 4.528084 0.01 0.01 -0.17
O -0.691952 -2.239502 -1.342546 0.11 1.14 1.43
C -0.271873 -1.171886 -0.571840 0.08 -2.72 -3.11
O 0.133048 -0.166003 -1.184204 -0.28 -0.03 1.74
O -0.207587 -1.420762 0.649337 -0.02 0.74 -0.30
H -0.491338 -2.031353 -2.261886 -0.02 0.11 -0.31
```
Forces are in eV/Å.

Summary:
total charge	0
relative energy (zero: lowest compared OMol25 entry of this formula, charge and spin)	26.9	kcal/mol
<S²>	2.01
orbital gap (alpha / beta)	6.35 / 4.36	eV
2S+1	3
HOMO level (alpha / beta)	-6.084 / -9.153	eV
LUMO energy (alpha / beta)	0.3 / -4.8	eV

# 10
The following is a quantum chemistry calculation of a structure of composition C3H4CuO3, from OMol25.

XYZ file:
```
11
Properties=species:S:1:pos:R:3:forces:R:3
O 1.106430 1.797454 0.816776 0.90 0.72 0.32
C 0.892918 0.594983 1.172645 -2.08 -1.31 -0.89
O -0.310489 0.063198 1.088214 0.58 1.02 0.90
O 1.838444 -0.165568 1.565852 1.66 0.25 0.44
Cu 3.116398 1.496006 1.356724 -1.13 -0.50 -0.19
C -0.822257 -0.791328 -0.308324 -0.75 -0.35 -2.14
C -1.278271 -0.013001 -1.427128 0.24 -1.61 0.40
H 0.065590 -1.415795 -0.478115 0.04 0.46 0.29
H -1.591024 -1.394560 0.195721 0.31 0.55 0.23
H -2.352943 -0.088014 -1.645426 0.27 0.40 0.26
H -0.664793 -0.083370 -2.336942 -0.03 0.36 0.39
```
Forces are in eV/Å.

Summary:
total charge	-1
relative energy (zero: lowest compared OMol25 entry of this formula, charge and spin)	45.9	kcal/mol
orbital gap	3.83	eV
HOMO level	-1.955	eV
LUMO energy	1.9	eV